Entry 1:
DFT (wB97M-V/def2-TZVPD) results for 9 unconnected molecules or ions with the total composition C56H131N9O9 at a distorted geometry.

Positions of all 205 atoms, in Å:
C 4.603 4.324 0.654
C 5.199 3.753 -0.674
C 4.220 4.255 -1.763
C 6.667 4.219 -0.839
C 7.386 3.375 -1.951
C 7.425 1.906 -1.510
C 6.019 1.360 -1.378
C 5.446 1.246 -2.784
C 6.016 0.014 -0.747
N 5.293 2.309 -0.488
O 4.145 1.735 -0.011
H 3.546 4.075 0.610
H 5.063 3.955 1.542
H 4.686 5.402 0.735
H 4.118 5.377 -1.641
H 4.417 4.039 -2.833
H 3.249 3.804 -1.583
H 6.727 5.300 -0.997
H 7.108 3.955 0.117
H 6.940 3.380 -2.929
H 8.400 3.691 -2.173
H 7.906 1.841 -0.581
H 8.098 1.378 -2.203
H 5.513 2.216 -3.304
H 4.416 0.802 -2.764
H 5.998 0.492 -3.340
H 6.515 -0.010 0.247
H 6.666 -0.723 -1.334
H 5.024 -0.378 -0.630
H 3.494 1.773 -0.750
C 4.024 -0.259 5.627
C 2.873 -0.483 4.576
C 1.562 0.143 5.041
C 3.113 0.094 3.185
C 4.083 -0.644 2.312
C 3.627 -2.069 2.298
C 3.406 -2.770 3.644
C 2.698 -4.128 3.331
C 4.752 -3.021 4.283
N 2.525 -1.910 4.391
O 2.406 -2.520 5.641
H 3.771 0.554 6.290
H 4.070 -1.099 6.323
H 5.053 -0.127 5.148
H 1.610 1.244 5.094
H 0.746 -0.157 4.402
H 1.294 -0.220 6.027
H 2.117 0.167 2.705
H 3.442 1.126 3.424
H 4.123 -0.246 1.278
H 5.073 -0.540 2.722
H 4.384 -2.664 1.844
H 2.734 -2.168 1.647
H 3.060 -4.472 2.390
H 1.597 -4.030 3.121
H 2.757 -4.906 4.059
H 5.339 -3.752 3.767
H 4.796 -3.386 5.343
H 5.391 -2.097 4.281
H 1.460 -2.616 5.787
C -3.732 -1.916 -2.823
C -2.527 -1.004 -2.991
C -1.261 -1.745 -2.743
C -2.465 -0.398 -4.393
C -3.647 0.527 -4.670
C -3.603 1.700 -3.663
C -3.479 1.260 -2.171
C -2.895 2.398 -1.390
C -4.869 0.834 -1.629
N -2.498 0.146 -2.024
O -2.376 -0.300 -0.654
H -4.000 -2.136 -1.802
H -4.576 -1.396 -3.292
H -3.513 -2.771 -3.478
H -1.118 -2.181 -1.717
H -1.149 -2.547 -3.519
H -0.387 -1.104 -2.964
H -1.510 0.106 -4.576
H -2.411 -1.292 -5.066
H -3.606 1.022 -5.662
H -4.592 0.040 -4.607
H -4.454 2.317 -3.692
H -2.792 2.446 -3.900
H -2.826 2.192 -0.350
H -3.618 3.210 -1.389
H -1.877 2.668 -1.765
H -5.417 1.742 -1.278
H -4.589 0.167 -0.766
H -5.483 0.260 -2.309
H -1.683 0.270 -0.263
C -6.969 5.366 2.746
C -5.678 4.549 2.753
C -5.078 4.531 1.292
C -4.642 5.226 3.616
C -3.419 4.304 3.848
C -3.796 2.978 4.451
C -4.974 2.246 3.716
C -4.359 1.579 2.477
C -5.590 1.205 4.614
N -6.010 3.259 3.370
O -7.152 2.667 2.739
H -7.432 5.223 3.715
H -6.727 6.403 2.576
H -7.737 5.044 2.054
H -4.945 5.496 0.874
H -4.164 3.905 1.198
H -5.730 4.057 0.531
H -4.334 6.161 3.102
H -5.164 5.575 4.534
H -2.891 4.105 2.906
H -2.732 4.814 4.456
H -4.183 3.096 5.455
H -2.971 2.250 4.396
H -5.116 1.418 1.651
H -3.883 0.643 2.709
H -3.465 2.139 2.095
H -6.272 0.540 4.048
H -6.199 1.706 5.345
H -4.774 0.632 5.043
H -7.878 2.980 3.231
C 0.497 -5.560 -3.046
O 1.929 -5.332 -3.092
C 2.152 -3.979 -3.424
C 3.581 -3.630 -3.088
C 3.813 -3.968 -1.597
N 3.809 -2.202 -3.320
H 0.077 -4.978 -2.266
H 0.346 -6.581 -2.890
H 0.199 -5.261 -4.069
H 1.940 -3.829 -4.472
H 1.416 -3.353 -2.869
H 4.318 -4.205 -3.661
H 3.179 -3.397 -0.929
H 4.853 -3.800 -1.269
H 3.544 -4.995 -1.350
H 3.734 -1.970 -4.258
H 4.732 -1.909 -2.984
C 1.747 0.282 -5.831
O 1.289 1.627 -5.424
C 0.326 2.129 -6.306
C -0.183 3.483 -5.764
C -1.238 3.983 -6.707
N 0.956 4.415 -5.566
H 0.921 -0.420 -5.752
H 2.418 0.078 -4.998
H 2.190 0.309 -6.823
H 0.842 2.376 -7.241
H -0.465 1.470 -6.599
H -0.640 3.305 -4.793
H -2.096 3.343 -6.845
H -0.841 4.069 -7.691
H -1.608 4.941 -6.300
H 1.385 4.740 -6.424
H 1.704 4.036 -5.015
C -4.437 -2.582 1.757
O -3.660 -3.289 2.656
C -2.646 -2.425 3.195
C -2.093 -3.041 4.479
C -1.555 -4.431 4.197
N -3.096 -3.013 5.489
H -3.802 -2.068 1.034
H -5.036 -1.794 2.244
H -5.012 -3.294 1.134
H -1.951 -2.108 2.391
H -3.111 -1.521 3.570
H -1.300 -2.391 4.828
H -0.848 -4.769 4.960
H -1.042 -4.466 3.227
H -2.370 -5.169 4.158
H -3.952 -3.547 5.356
H -2.746 -3.096 6.419
C -0.266 -3.245 0.508
O -0.646 -4.447 -0.173
C -2.096 -4.479 -0.259
C -2.432 -5.859 -0.831
C -3.940 -5.811 -1.135
N -2.059 -6.897 0.160
H 0.722 -2.991 0.155
H -0.261 -3.469 1.542
H -0.889 -2.412 0.264
H -2.556 -4.369 0.722
H -2.458 -3.663 -0.900
H -1.881 -6.069 -1.725
H -4.393 -6.816 -1.121
H -4.247 -5.454 -2.127
H -4.523 -5.242 -0.433
H -2.546 -6.637 1.004
H -1.097 -6.610 0.344
C -0.672 2.330 1.851
O -0.181 1.422 0.877
C 0.732 1.961 -0.019
C 0.927 0.927 -1.084
C 1.499 -0.313 -0.605
N 1.910 1.449 -2.101
H -1.519 1.851 2.351
H -0.998 3.283 1.448
H 0.063 2.534 2.606
H 0.319 2.805 -0.584
H 1.682 2.223 0.410
H -0.012 0.757 -1.574
H 2.410 -0.200 0.029
H 1.661 -0.977 -1.472
H 0.801 -0.825 0.050
H 1.479 1.936 -2.878
H 2.328 0.578 -2.404

SMILES ... CC1(C)CCCC(C)(C)N1O.CC1(C)CCCC(C)(C)N1O.CC1(C)CCCC(C)(C)N1O.CC1(C)CCCC(C)(C)N1O.COC[C@H](C)N.COC[C@H](C)N.COC[C@H](C)N.COC[C@H](C)N.COC[C@H](C)N
E_HOMO ... -8.0 eV
Energy relative to the best compared isomer or geometry (same formula, charge and spin) ... 32.6 kcal/mol
Kohn-Sham gap ... 0.31301 hartree

***

Entry 2:
DFT (wB97M-V/def2-TZVPD) results for 11 unconnected molecules or ions with the total composition C56H145N11O17 at a distorted geometry.

Positions of all 229 atoms, in Å:
C -6.209 4.815 1.864
O -5.093 5.083 1.043
C -4.622 3.985 0.295
C -4.512 2.644 1.020
C -3.607 2.672 2.220
N -4.090 1.591 0.080
H -5.935 4.278 2.775
H -6.878 4.139 1.314
H -6.743 5.749 2.025
H -5.232 3.798 -0.603
H -3.656 4.232 -0.154
H -5.522 2.281 1.235
H -3.747 1.845 2.912
H -3.702 3.612 2.767
H -2.583 2.674 1.833
H -3.108 1.674 -0.186
H -4.546 1.686 -0.826
C 3.133 0.696 -4.848
O 2.159 1.569 -5.449
C 1.199 0.794 -6.133
C 0.446 1.616 -7.198
C -0.184 2.892 -6.623
N -0.560 0.784 -7.834
H 2.633 0.001 -4.171
H 3.714 1.416 -4.274
H 3.738 0.179 -5.593
H 1.741 0.008 -6.680
H 0.523 0.233 -5.474
H 1.234 1.864 -7.917
H 0.438 3.765 -6.845
H -0.323 2.954 -5.545
H -1.097 3.171 -7.152
H -0.250 0.046 -8.455
H -1.162 1.315 -8.453
C 0.784 3.127 6.237
O 0.127 2.057 5.629
C 1.001 1.076 5.113
C 0.223 -0.220 4.875
C -0.520 -0.680 6.175
N 1.036 -1.405 4.519
H 1.290 2.758 7.140
H 0.134 3.953 6.520
H 1.527 3.504 5.519
H 1.449 1.434 4.181
H 1.786 0.823 5.838
H -0.461 -0.107 4.030
H -1.219 0.114 6.429
H 0.159 -0.960 6.982
H -1.062 -1.596 5.938
H 1.401 -1.740 5.403
H 1.768 -1.045 3.905
C -1.936 6.147 -1.588
O -3.294 6.307 -1.919
C -3.606 7.556 -2.526
C -5.125 7.710 -2.756
C -5.839 7.430 -1.397
N -5.464 6.452 -3.612
H -1.627 5.105 -1.546
H -1.752 6.641 -0.629
H -1.260 6.641 -2.295
H -3.257 8.404 -1.921
H -3.011 7.648 -3.440
H -5.227 8.631 -3.326
H -5.395 8.041 -0.604
H -5.644 6.417 -1.048
H -6.911 7.621 -1.432
H -4.775 5.925 -3.079
H -6.290 6.082 -3.147
C -0.761 -3.776 3.015
O -2.120 -4.195 3.122
C -2.411 -5.460 3.659
C -2.096 -5.710 5.145
C -0.587 -5.735 5.469
N -2.707 -7.011 5.417
H -0.162 -4.631 2.690
H -0.411 -3.435 3.989
H -0.764 -2.911 2.357
H -3.486 -5.603 3.522
H -1.993 -6.283 3.063
H -2.536 -4.843 5.650
H -0.369 -4.775 5.932
H 0.094 -6.190 4.757
H -0.595 -6.420 6.327
H -2.822 -7.094 6.422
H -3.632 -7.101 5.015
C -4.836 -5.712 -0.860
O -3.954 -4.615 -0.890
C -2.731 -4.845 -0.243
C -1.571 -4.691 -1.214
N -1.573 -5.645 -2.339
C -1.367 -7.057 -1.903
C -1.141 -7.914 -3.125
O -2.311 -7.854 -3.943
C -2.332 -8.731 -5.061
H -4.618 -6.500 -1.594
H -5.864 -5.396 -1.023
H -4.795 -6.286 0.073
H -2.579 -5.815 0.243
H -2.564 -4.101 0.544
H -0.599 -4.689 -0.715
H -1.717 -3.686 -1.626
H -2.551 -5.657 -2.618
H -2.283 -7.387 -1.400
H -0.613 -7.150 -1.120
H -1.141 -8.950 -2.761
H -0.256 -7.687 -3.719
H -1.703 -8.254 -5.824
H -3.318 -8.620 -5.507
H -1.979 -9.743 -4.870
C 11.190 6.861 4.613
O 10.357 6.242 3.678
C 8.952 6.503 3.772
C 8.289 5.786 2.588
N 6.871 6.096 2.607
C 6.148 5.313 1.544
C 5.549 4.006 2.132
O 5.164 4.275 3.485
C 4.583 3.126 4.102
H 10.844 6.751 5.649
H 11.298 7.936 4.429
H 12.144 6.338 4.559
H 8.890 7.593 3.734
H 8.568 6.149 4.735
H 8.455 4.701 2.607
H 8.855 6.211 1.755
H 6.542 5.699 3.477
H 6.818 5.194 0.698
H 5.284 5.933 1.296
H 6.427 3.350 2.191
H 4.732 3.576 1.555
H 3.495 3.210 4.010
H 4.678 3.190 5.187
H 5.014 2.216 3.690
C 0.502 -2.507 -7.531
O -0.497 -3.501 -7.451
C -0.102 -4.842 -7.627
C 0.070 -5.516 -6.270
N 1.344 -5.060 -5.666
C 1.403 -5.253 -4.229
C 2.609 -4.458 -3.676
O 2.339 -3.073 -3.632
C 1.249 -2.657 -2.823
H 0.620 -2.131 -8.554
H 1.497 -2.687 -7.120
H 0.129 -1.644 -6.977
H 0.767 -5.038 -8.264
H -0.886 -5.397 -8.153
H 0.084 -6.608 -6.301
H -0.697 -5.193 -5.556
H 1.518 -4.108 -5.935
H 1.595 -6.278 -3.895
H 0.469 -4.973 -3.736
H 3.508 -4.597 -4.281
H 2.954 -4.782 -2.683
H 0.290 -2.918 -3.273
H 1.362 -1.571 -2.848
H 1.280 -2.959 -1.773
C -5.742 2.758 -3.994
O -4.856 1.763 -3.547
C -5.367 0.431 -3.660
C -5.859 0.037 -5.063
N -6.455 -1.263 -5.202
C -7.664 -1.548 -4.434
C -8.351 -2.802 -4.973
O -9.014 -2.640 -6.225
C -8.185 -2.614 -7.387
H -5.814 2.871 -5.078
H -5.364 3.731 -3.672
H -6.739 2.710 -3.542
H -6.120 0.407 -2.866
H -4.610 -0.332 -3.457
H -5.102 0.225 -5.827
H -6.603 0.804 -5.316
H -5.727 -1.962 -5.142
H -8.374 -0.725 -4.431
H -7.381 -1.828 -3.412
H -9.177 -3.152 -4.350
H -7.689 -3.676 -5.002
H -7.877 -3.634 -7.636
H -7.366 -1.903 -7.332
H -8.875 -2.336 -8.185
C 2.741 2.274 10.043
O 4.072 1.982 9.666
C 4.183 1.964 8.242
C 5.657 1.880 7.876
N 6.160 0.514 7.741
C 7.416 0.424 6.983
C 7.292 0.630 5.488
O 8.200 -0.228 4.819
C 8.180 -0.088 3.409
H 2.072 1.470 9.708
H 2.490 3.257 9.637
H 2.572 2.235 11.119
H 3.718 2.843 7.789
H 3.737 0.992 8.004
H 6.312 2.307 8.650
H 5.894 2.595 7.086
H 6.384 0.023 8.593
H 7.957 -0.491 7.219
H 8.086 1.209 7.368
H 7.521 1.657 5.175
H 6.312 0.347 5.078
H 8.776 -0.848 2.911
H 8.535 0.913 3.152
H 7.141 -0.246 3.099
C -0.914 1.493 -2.485
O -0.751 1.021 -1.149
C -0.746 -0.382 -1.005
C -0.498 -0.826 0.440
N 0.919 -1.106 0.655
C 1.790 0.053 0.550
C 3.155 -0.216 1.156
O 3.047 -0.375 2.576
C 4.252 -0.796 3.138
H -0.343 0.910 -3.211
H -0.505 2.502 -2.472
H -1.963 1.576 -2.778
H 0.082 -0.764 -1.614
H -1.651 -0.894 -1.350
H -1.041 -1.749 0.636
H -0.939 -0.044 1.073
H 1.097 -1.579 1.534
H 1.363 0.930 1.053
H 1.902 0.238 -0.521
H 3.765 0.693 1.087
H 3.671 -1.044 0.665
H 5.038 -0.032 3.105
H 4.647 -1.664 2.593
H 4.128 -1.149 4.162

SMILES ... COC[C@H](C)N.COC[C@H](C)N.COC[C@H](C)N.COC[C@H](C)N.COC[C@H](C)N.COCCNCCOC.COCCNCCOC.COCCNCCOC.COCCNCCOC.COCCNCCOC.COCCNCCOC
E_HOMO ... -8.4 eV
Energy relative to the best compared isomer or geometry (same formula, charge and spin) ... 145.7 kcal/mol
Kohn-Sham gap ... 0.32045 hartree